(1)
This record from OMol25 describes C41H97O23P3 as an isolated structure. The level of theory is ωB97M-V/def2-TZVPD.

Values from the calculation:
* spin multiplicity: 1
* charge: 0
* HOMO-LUMO gap: 7.558 eV
* M: 1051.1 u

Structure (XYZ):
```
164
Properties=species:S:1:pos:R:3:mulliken_charge:R:1
C 1.68 1.29 -4.88 -0.36
O 2.09 -0.03 -4.55 -0.56
P 1.72 -0.66 -3.00 0.72
O 2.68 -0.15 -1.98 0.06
O 0.14 -0.28 -2.80 0.30
C -0.83 -0.55 -3.77 -1.57
O 1.68 -2.30 -3.10 -0.50
C 0.77 -3.04 -2.25 0.28
H 2.58 1.83 -5.18 0.35
H 1.27 1.85 -4.03 0.13
H 1.13 1.25 -5.81 0.25
H -1.62 0.20 -3.72 0.71
H -1.48 -1.39 -3.53 0.05
H -0.39 -0.70 -4.75 0.39
H 0.16 -3.76 -2.79 1.87
H 0.07 -2.44 -1.68 -0.09
H 1.38 -3.64 -1.58 -2.44
C -3.32 4.54 1.79 -0.95
O -2.05 5.11 1.95 -0.54
P -0.73 4.17 1.55 0.02
O -0.37 3.13 2.60 -0.77
O 0.53 5.21 1.44 -0.49
C 0.35 6.56 1.05 -0.87
O -0.93 3.66 0.03 1.79
C -0.93 2.24 -0.29 1.03
H -3.37 3.45 1.74 0.52
H -3.71 4.92 0.84 0.33
H -3.99 4.90 2.57 0.39
H 0.83 6.68 0.09 0.29
H 0.66 7.14 1.91 0.36
H -0.72 6.77 0.94 0.13
H -1.89 1.93 -0.72 0.02
H -0.64 1.63 0.56 0.85
H -0.23 2.03 -1.09 0.78
C 1.74 2.61 -1.75 -0.82
O 1.29 3.95 -1.87 -0.32
P -0.28 4.32 -2.24 0.15
O -1.16 3.22 -2.64 -0.77
O -0.05 5.36 -3.47 -0.46
C 0.57 6.58 -3.32 -0.84
O -0.82 5.31 -1.04 0.12
C -2.11 5.87 -1.26 -1.08
H 1.83 2.20 -0.74 -0.53
H 2.77 2.61 -2.10 0.53
H 1.23 1.95 -2.45 -0.61
H 0.94 6.76 -2.31 0.20
H -0.17 7.38 -3.32 0.29
H 1.38 6.77 -4.02 0.38
H -2.08 6.91 -0.96 0.33
H -2.95 5.39 -0.74 -0.02
H -2.30 5.92 -2.33 0.58
C -1.45 -5.30 3.70 -1.01
O -1.42 -3.89 3.56 -0.46
C -1.25 -3.34 2.27 -0.57
C -1.82 -1.88 2.33 -1.38
O -0.82 -0.93 2.69 -0.51
C -1.15 0.46 2.59 -0.72
H -2.42 -5.78 3.57 0.31
H -1.16 -5.59 4.71 0.37
H -0.88 -5.84 2.94 0.33
H -1.93 -3.78 1.54 0.99
H -0.23 -3.45 1.90 0.14
H -2.62 -1.77 3.05 2.03
H -2.24 -1.65 1.35 -0.33
H -0.45 1.13 3.09 0.98
H -2.20 0.53 2.87 0.65
H -1.28 0.79 1.56 1.03
C 3.55 -0.47 -0.41 -1.76
O 3.78 -0.93 0.87 0.02
C 4.50 -2.09 1.07 -1.01
C 3.74 -3.37 0.61 -0.04
O 3.95 -3.47 -0.89 -0.39
C 3.10 -4.50 -1.40 -1.26
H 3.21 -1.22 -1.12 1.63
H 4.53 -0.04 -0.63 0.59
H 2.79 0.31 -0.41 0.85
H 4.88 -2.22 2.09 0.27
H 5.39 -2.01 0.44 0.78
H 2.70 -3.20 0.88 -0.35
H 4.17 -4.31 0.95 0.59
H 3.20 -4.83 -2.44 0.28
H 2.06 -4.25 -1.22 1.88
H 3.29 -5.43 -0.86 0.50
C -3.16 0.68 -2.62 -0.21
O -3.99 0.29 -1.60 -0.42
C -3.59 -0.87 -0.94 0.47
C -3.35 -2.19 -1.74 -1.71
O -2.45 -2.11 -2.91 -0.49
C -2.03 -3.46 -3.31 -0.98
H -3.37 0.16 -3.55 0.62
H -2.10 0.68 -2.38 -0.20
H -3.45 1.73 -2.74 0.46
H -4.47 -1.07 -0.33 0.33
H -2.73 -0.67 -0.29 1.00
H -4.36 -2.52 -1.96 0.59
H -2.99 -2.96 -1.05 1.08
H -2.79 -4.22 -3.49 0.55
H -1.22 -3.69 -2.61 -0.14
H -1.60 -3.44 -4.31 0.31
C 0.49 0.57 -0.20 -0.61
C 1.18 -0.77 0.00 -0.41
C -0.02 -1.70 0.24 -0.24
O -1.20 -0.89 0.06 0.24
C -0.89 0.31 -0.61 -1.20
H 1.02 1.22 -0.90 -0.05
H 0.56 1.14 0.72 1.35
H 1.86 -0.81 0.85 -0.06
H 1.75 -1.04 -0.89 -1.07
H 0.08 -2.09 1.26 -0.48
H -0.07 -2.54 -0.46 -0.43
H -1.61 1.12 -0.44 -0.90
H -0.96 0.06 -1.67 0.25
C -0.69 -6.08 -0.84 -1.08
C -0.71 -4.67 -1.49 0.38
C -1.00 -3.74 -0.30 1.79
O -1.53 -4.58 0.70 -0.51
C -0.96 -5.80 0.71 -0.86
H 0.25 -6.62 -0.95 0.30
H -1.43 -6.68 -1.36 0.33
H -1.40 -4.50 -2.32 -0.04
H 0.24 -4.52 -2.00 -0.88
H -1.57 -2.89 -0.67 -1.40
H -0.06 -3.28 0.03 0.66
H -1.60 -6.58 1.11 0.38
H -0.03 -5.77 1.29 0.55
C 3.77 3.01 0.55 -0.08
C 2.48 2.19 0.91 0.44
C 1.63 3.34 1.42 1.26
O 2.56 4.27 2.03 -0.59
C 3.88 3.92 1.71 -0.96
H 3.64 3.62 -0.34 0.19
H 4.67 2.43 0.36 0.27
H 2.62 1.51 1.75 0.25
H 1.95 1.79 0.05 -1.34
H 0.98 2.89 2.16 0.30
H 1.14 3.88 0.61 -0.93
H 4.32 3.30 2.49 0.30
H 4.55 4.78 1.64 0.51
C -3.37 1.61 2.21 0.54
C -4.63 0.73 2.29 -1.56
C -4.12 -0.53 1.57 0.05
O -2.98 -0.17 0.82 -0.07
C -2.76 1.23 0.88 -1.47
H -2.60 1.31 2.92 -0.07
H -3.56 2.68 2.36 -0.06
H -5.34 1.38 1.78 0.48
H -4.94 0.66 3.33 0.41
H -4.90 -0.94 0.94 0.53
H -3.82 -1.29 2.29 0.52
H -3.25 1.77 0.07 0.55
H -1.68 1.35 0.77 -0.75
C 3.24 -2.20 3.96 -1.00
C 1.90 -1.61 3.69 -0.01
C 2.19 -0.63 2.58 0.68
O 3.39 -0.08 2.94 -0.54
C 4.19 -1.19 3.48 -0.62
H 3.46 -3.07 3.34 0.18
H 3.41 -2.39 5.02 0.55
H 1.54 -1.19 4.63 0.60
H 1.22 -2.41 3.39 -0.53
H 1.40 0.13 2.63 -0.32
H 2.26 -1.05 1.58 0.35
H 4.88 -0.97 4.30 0.61
H 4.76 -1.56 2.62 0.00
```

***

(2)
This record from OMol25 describes a single C19H30BClN2O4P2 molecule. The level of theory is ωB97M-V/def2-TZVPD.

Values from the calculation:
* spin multiplicity: 1
* charge: 0
* HOMO-LUMO gap: 6.583 eV
* M: 458.7 u

Structure (XYZ):
```
59
Properties=species:S:1:pos:R:3:mulliken_charge:R:1
C 6.32 -2.35 -1.67 -1.16
C 4.87 -1.68 -1.76 -0.53
C 4.53 -0.75 -0.51 0.04
Cl 5.16 -1.66 0.97 -0.18
C 2.99 -0.45 -0.38 0.24
C 1.99 -1.06 -1.23 -0.70
C 0.50 -0.82 -1.09 -0.21
N -0.32 -1.52 -1.97 -0.67
C -1.63 -1.24 -1.72 0.44
C -2.66 -1.98 -2.66 -0.45
O -2.91 -1.21 -3.87 -0.22
O -2.06 -0.12 -3.91 -0.29
C -2.12 -0.30 -0.66 -0.45
P -3.98 0.00 -0.37 0.14
C -4.85 0.37 -2.00 -0.86
C -4.58 -1.64 0.37 -0.64
C -3.42 -2.12 1.37 -0.71
N -1.31 0.37 0.21 0.44
C 0.03 0.09 -0.05 0.15
C 1.05 0.76 0.86 0.44
P 0.58 1.92 2.25 0.11
C -0.21 3.51 1.64 -0.67
C -0.80 3.47 0.17 -0.80
C -0.44 1.06 3.57 -0.64
C -2.00 1.40 3.56 -1.08
C 2.49 0.51 0.70 -0.49
B 3.52 1.26 1.69 0.84
O 3.68 0.99 3.05 -0.46
O 4.30 2.30 1.09 -0.68
H 7.10 -1.66 -1.27 0.29
H 6.25 -3.30 -1.06 0.31
H 6.62 -2.69 -2.71 0.34
H 4.15 -2.55 -1.69 0.25
H 4.71 -1.15 -2.73 0.37
H 5.13 0.19 -0.64 0.42
H 2.33 -1.77 -2.03 0.21
H -3.61 -2.27 -2.13 0.05
H -2.20 -2.95 -3.01 0.32
H -1.74 -0.09 -4.83 0.31
H -5.80 0.96 -1.89 0.39
H -5.06 -0.62 -2.50 0.22
H -4.19 0.93 -2.72 0.28
H -4.84 -2.42 -0.40 0.39
H -5.48 -1.44 1.02 0.41
H -3.80 -2.77 2.20 0.40
H -2.60 -2.60 0.79 0.19
H -3.02 -1.17 1.83 0.03
H -1.06 3.75 2.35 0.42
H 0.55 4.33 1.78 0.44
H -0.93 4.55 -0.15 0.40
H -1.84 3.05 0.22 0.08
H -0.17 2.92 -0.57 0.21
H -0.34 -0.05 3.39 0.30
H -0.01 1.24 4.60 0.52
H -2.54 0.45 3.88 0.30
H -2.40 1.70 2.57 0.23
H -2.19 2.15 4.38 0.33
H 4.46 1.52 3.32 0.30
H 3.80 2.64 0.33 0.33
```

***

(3)
This record from OMol25 describes a 2-piece molecular cluster, C15H28FNO4S overall. The level of theory is ωB97M-V/def2-TZVPD.

Values from the calculation:
* spin multiplicity: 1
* charge: 0
* HOMO-LUMO gap: 4.446 eV
* M: 337.5 u

Structure (XYZ):
```
50
Properties=species:S:1:pos:R:3:mulliken_charge:R:1
C 0.02 0.65 -2.61 -0.13
C 1.30 -0.04 -3.24 -0.66
C 1.45 -1.58 -2.94 -0.49
C 1.54 -1.98 -1.43 -0.82
N 0.27 -1.87 -0.67 0.37
C -0.90 -2.39 -0.88 -0.33
S -1.36 -3.46 -2.28 -0.22
C -2.07 -2.08 0.15 1.65
C -2.97 -3.28 0.54 -1.46
F -2.77 -0.93 -0.27 -0.36
C -1.19 -1.48 1.34 -1.16
C 0.16 -1.12 0.63 0.12
C 0.75 0.34 0.74 0.05
C -0.33 1.46 0.93 0.20
C 0.39 2.81 1.35 -0.96
C 0.95 3.66 0.13 -0.40
O 2.38 3.81 0.20 -0.44
C 3.06 2.79 -0.53 -0.27
H -0.45 1.28 -3.41 0.53
H -0.77 -0.06 -2.28 0.14
H 0.36 1.36 -1.83 -0.54
H 2.24 0.53 -3.02 0.31
H 1.18 0.04 -4.36 0.36
H 0.67 -2.11 -3.53 0.24
H 2.44 -1.89 -3.39 0.40
H 1.91 -3.02 -1.31 0.35
H 2.26 -1.30 -0.90 0.34
H -0.63 -4.63 -2.22 0.23
H -2.30 -4.13 0.82 0.35
H -3.65 -3.05 1.40 0.38
H -3.57 -3.55 -0.36 0.41
H -1.68 -0.72 1.98 0.17
H -0.91 -2.28 2.08 0.34
H 0.90 -1.70 1.26 0.15
H 1.39 0.35 1.67 0.64
H 1.46 0.59 -0.10 -0.57
H -0.95 1.58 0.01 0.24
H -1.05 1.24 1.76 -0.10
H 1.24 2.55 2.02 0.36
H -0.38 3.41 1.89 0.45
H 0.54 4.70 0.26 0.31
H 0.61 3.32 -0.87 0.29
H 3.53 2.09 0.22 0.22
H 2.41 2.20 -1.22 -0.13
H 3.90 3.22 -1.14 0.31
C -1.91 1.04 4.55 0.82
O -2.54 2.05 4.12 -0.78
O -2.74 0.15 5.21 -0.52
O -0.70 0.75 4.46 -0.72
H -3.54 0.69 5.08 0.31
```

***

(4)
This record from OMol25 describes a 2-piece molecular cluster, C4H6S2 overall. The level of theory is ωB97M-V/def2-TZVPD.

Values from the calculation:
* spin multiplicity: 1
* charge: 0
* HOMO-LUMO gap (spin up / spin down): 6.922 / 7.399 eV
* M: 118.2 u

Structure (XYZ):
```
12
Properties=species:S:1:pos:R:3:mulliken_charge:R:1
C -0.59 -0.81 -0.94 0.05
C -1.85 -0.52 -1.12 -0.36
C 0.73 -0.66 -0.43 0.06
C 1.49 -0.36 0.79 -0.75
S 0.62 -2.17 -1.35 -0.15
S 1.09 1.57 -1.81 -0.35
H -2.35 -1.05 -1.99 0.20
H -2.50 0.21 -0.60 0.28
H 1.58 0.75 0.67 0.28
H 2.44 -0.90 0.89 0.27
H 0.86 -0.55 1.57 0.37
H -0.21 1.65 -2.34 0.11
```

***

(5)
This record from OMol25 describes a 2-piece molecular cluster, C5H17N2O overall. The level of theory is ωB97M-V/def2-TZVPD.

Values from the calculation:
* spin multiplicity: 1
* charge: +1
* HOMO-LUMO gap: 9.884 eV
* M: 121.2 u

Structure (XYZ):
```
25
Properties=species:S:1:pos:R:3:mulliken_charge:R:1
N -1.85 0.17 0.90 -0.22
C -2.53 1.23 -0.03 -0.72
C -1.84 1.29 -1.41 -0.44
N -0.43 0.64 -1.26 -0.40
C -0.02 -0.42 -2.18 -0.58
C 1.39 -0.86 -1.65 -0.20
C 1.47 -1.84 -0.49 -1.39
H -1.02 0.12 0.36 0.23
H -1.80 0.72 1.79 0.39
H -2.31 -0.81 0.86 0.39
H -3.60 1.00 -0.11 0.37
H -2.60 2.15 0.62 0.35
H -2.49 0.52 -1.89 0.27
H -1.86 2.21 -1.95 0.45
H 0.34 1.32 -1.13 0.21
H 0.24 0.08 -3.20 0.27
H -0.72 -1.14 -2.13 0.50
H 2.22 -0.03 -1.42 0.18
H 1.79 -1.73 -2.41 0.24
H 0.72 -2.64 -0.53 0.36
H 1.41 -1.47 0.57 0.28
H 2.20 -2.58 -0.50 0.45
H 3.97 0.00 6.07 0.33
H 3.87 1.28 5.13 0.33
O 3.43 0.79 5.97 -0.66
```

***

(6)
This record from OMol25 describes an isolated ion of composition C3HN2O5 and charge +1. The level of theory is ωB97M-V/def2-TZVPD.

Values from the calculation:
* spin multiplicity: 1
* charge: +1
* HOMO-LUMO gap (spin up / spin down): 7.025 / 8.798 eV
* M: 145.1 u

Structure (XYZ):
```
11
Properties=species:S:1:pos:R:3:mulliken_charge:R:1
O -2.49 0.93 -0.99 -0.18
C -1.64 0.23 -0.59 0.43
N -1.08 -0.88 -0.13 0.42
O -1.96 -1.57 0.51 -0.37
C 0.39 -1.11 0.05 0.31
O 0.99 -2.09 0.21 -0.22
N 0.92 0.27 0.03 0.27
O 2.24 0.35 0.21 -0.33
C 0.15 1.22 0.43 0.46
O -0.21 2.23 0.83 -0.16
H 2.69 0.42 -0.57 0.37
```

***

(7)
This record from OMol25 describes C78H58MoN8P3Si as an isolated structure. The level of theory is ωB97M-V/def2-TZVPD.

Values from the calculation:
* spin multiplicity: 1
* charge: +1
* HOMO-LUMO gap (spin up / spin down): 5.811 / 5.815 eV
* M: 1324.3 u

Structure (XYZ):
```
149
Properties=species:S:1:pos:R:3:mulliken_charge:R:1
Mo -0.79 0.46 0.16 -6.08
C -2.65 -2.29 4.10 -1.64
C -1.69 -1.89 4.93 -0.94
C -0.56 -1.06 4.50 -0.19
C -0.30 -0.74 3.23 0.79
C -1.18 -1.39 2.21 -1.17
C -2.50 -2.09 2.64 0.80
P 0.63 0.76 2.56 2.41
C 0.71 1.54 4.27 1.36
C 1.60 0.91 5.16 -1.71
C 1.76 1.36 6.46 -0.72
C 1.01 2.44 6.92 -0.89
C 0.08 3.02 6.08 -1.21
C -0.06 2.57 4.77 -0.98
C 2.44 1.05 2.05 1.36
C 3.50 1.29 2.94 -0.69
C 4.72 1.80 2.51 -1.18
C 4.92 2.10 1.17 -0.83
C 3.90 1.86 0.28 0.43
C 2.67 1.33 0.69 1.36
Si 1.50 0.85 -0.70 0.17
C 2.41 -0.69 -1.38 1.62
C 3.48 -0.46 -2.24 -0.63
C 4.19 -1.49 -2.84 -1.30
C 3.81 -2.79 -2.58 -1.10
C 2.80 -3.05 -1.66 -0.44
C 2.12 -2.01 -1.01 -0.24
P 0.92 -2.39 0.46 4.39
C 2.17 -2.53 1.81 1.07
C 1.87 -3.25 2.97 -0.70
C 2.82 -3.44 3.96 -0.89
C 4.10 -2.91 3.82 -0.98
C 4.42 -2.21 2.67 -0.51
C 3.46 -2.02 1.68 -0.73
C 0.69 -4.19 0.03 0.41
C -0.40 -4.62 -0.73 -0.81
C -0.49 -5.93 -1.18 -0.45
C 0.48 -6.85 -0.84 -1.02
C 1.54 -6.46 -0.04 -0.74
C 1.65 -5.14 0.39 -0.64
C 1.49 2.25 -2.03 0.97
C 2.30 2.44 -3.15 0.17
C 2.03 3.45 -4.08 -1.07
C 0.94 4.29 -3.91 -1.09
C 0.14 4.14 -2.79 -0.71
C 0.41 3.14 -1.87 -0.24
P -0.52 2.93 -0.32 2.67
C 0.56 3.89 0.82 0.36
C 0.04 4.28 2.05 -0.70
C 0.74 5.16 2.87 -0.80
C 1.99 5.63 2.48 -1.15
C 2.52 5.23 1.26 -0.58
C 1.80 4.39 0.42 -0.60
C -1.91 4.15 -0.55 0.53
C -2.99 3.89 -1.39 0.27
C -3.99 4.83 -1.59 -1.00
C -3.92 6.08 -0.99 -0.87
C -2.82 6.38 -0.21 -0.81
C -1.83 5.43 0.01 -1.03
H -3.52 -2.83 4.45 0.51
H -1.78 -2.09 6.00 0.50
H 0.03 -0.67 5.31 0.63
H -1.39 -0.68 1.40 0.95
H -3.42 -1.74 2.16 0.36
H 2.15 0.04 4.83 0.76
H 2.47 0.86 7.11 0.52
H 1.14 2.80 7.93 0.39
H -0.54 3.83 6.44 0.51
H -0.82 3.03 4.16 0.90
H 3.43 1.09 3.99 0.57
H 5.51 1.95 3.24 0.45
H 5.86 2.52 0.83 0.44
H 4.04 2.10 -0.77 0.06
H 3.80 0.55 -2.45 0.46
H 5.01 -1.28 -3.51 0.41
H 4.32 -3.63 -3.05 0.47
H 2.56 -4.08 -1.46 0.46
H 0.90 -3.71 3.09 0.32
H 2.57 -4.03 4.84 0.50
H 4.84 -3.06 4.59 0.38
H 5.41 -1.81 2.53 0.41
H 3.75 -1.49 0.78 0.21
H -1.20 -3.94 -0.95 0.53
H -1.36 -6.23 -1.76 0.53
H 0.40 -7.88 -1.17 0.36
H 2.29 -7.17 0.26 0.46
H 2.50 -4.85 0.98 0.47
H 3.14 1.80 -3.35 0.24
H 2.67 3.56 -4.95 0.42
H 0.72 5.05 -4.64 0.43
H -0.70 4.80 -2.64 0.47
H -0.95 3.95 2.33 1.07
H 0.31 5.49 3.80 0.49
H 2.53 6.31 3.12 0.38
H 3.49 5.59 0.95 0.46
H 2.20 4.13 -0.54 0.27
H -3.06 2.98 -1.95 0.58
H -4.83 4.59 -2.24 0.50
H -4.70 6.81 -1.15 0.39
H -2.71 7.37 0.23 0.47
H -0.98 5.72 0.60 0.48
C -2.13 0.76 -5.57 -0.96
C -0.98 0.73 -4.81 -0.82
C -1.04 0.75 -3.42 0.05
C -2.26 0.83 -2.77 0.53
C -3.44 0.87 -3.54 -0.18
C -3.36 0.83 -4.92 -1.02
N -2.30 0.86 -1.31 2.65
N -3.46 0.99 -0.88 -0.90
C -3.56 1.19 0.48 -0.87
C -4.86 1.36 1.00 -0.38
C -5.01 1.66 2.34 -1.16
C -3.88 1.78 3.14 -1.08
C -2.60 1.61 2.62 -0.41
C -2.40 1.32 1.27 3.01
H -2.08 0.75 -6.65 0.50
H 0.00 0.67 -5.29 0.62
H -0.14 0.72 -2.85 -0.94
H -4.39 0.92 -3.05 0.54
H -4.28 0.86 -5.50 0.47
H -5.71 1.27 0.34 0.55
H -6.00 1.79 2.76 0.45
H -3.99 2.01 4.20 0.53
H -1.77 1.68 3.29 -0.02
N -1.13 -6.71 1.81 -0.64
C -1.63 -5.66 1.86 0.53
N -2.27 -4.51 2.01 -1.03
C -1.83 -3.31 2.00 -0.05
N -0.69 -2.64 1.66 0.28
N -0.24 -5.28 -8.99 -0.49
C -0.48 -4.79 -7.97 -0.18
C -0.77 -4.18 -6.70 0.54
C 0.25 -3.90 -5.79 -1.12
C -0.05 -3.34 -4.57 0.19
C -1.36 -3.04 -4.25 0.71
C -2.39 -3.30 -5.15 -0.70
C -2.09 -3.88 -6.37 -0.98
N -1.66 -2.47 -2.98 1.13
C -2.86 -2.55 -2.28 -0.99
C -2.65 -1.90 -1.11 -1.14
N -1.35 -1.41 -1.08 1.80
C -0.79 -1.78 -2.22 -2.20
H 1.27 -4.14 -6.05 0.50
H 0.75 -3.16 -3.86 0.41
H -3.41 -3.03 -4.91 0.45
H -2.88 -4.09 -7.08 0.48
H -3.72 -3.08 -2.64 0.88
H -3.34 -1.75 -0.29 0.05
H 0.21 -1.55 -2.52 0.13
```